ORCA calculation (ωB97M-V/def2-TZVPD) on an isolated molecule of C2H4N3P at a distorted geometry.

Output
max |F| = 3.02 eV Å⁻¹
SMILES = Pc1ncn[nH]1
frontier orbital gap = 0.380 hartree
E_HOMO = -9.5 eV
energy above the lowest of the compared OMol25 structures with the same formula, charge and spin = 44.2 kJ/mol

Last columns: bonded neighbours and bond lengths (Å).
Element x y z (Å)
1 P -0.4512 -1.0196 -1.4349  C2 1.824, H7 1.515, H8 1.395
2 C 0.3965 -0.0633 -0.1329  P1 1.824, N3 1.301, N6 1.347
3 N 0.6612 -0.5640 1.0389  C2 1.301, C4 1.391
4 C 1.0935 0.5589 1.7367  N3 1.391, N5 1.291, H9 1.044
5 N 1.1982 1.6253 1.0168  C4 1.291, N6 1.390
6 N 0.7247 1.2393 -0.2319  C2 1.347, N5 1.390, H10 0.987
7 H -1.6245 -0.0749 -1.5943  P1 1.515
8 H -1.1160 -1.8497 -0.5319  P1 1.395
9 H 1.2808 0.3494 2.7424  C4 1.044
10 H 0.7718 1.7744 -1.0597  N6 0.987

These are the natural (NBO) partial charges, in e, on atoms 1 to 4: number 1, P, carries 0.280; number 2, C, carries 0.102; number 3, N, carries -0.497; number 4, C, carries 0.135